[1]
{"formula": "C20H39NbO28PS6", "method": "ωB97M-V/def2-TZVPD", "symbols": ["C", "Nb", "C", "O", "C", "C", "C", "C", "C", "C", "P", "O", "O", "O", "H", "H", "H", "H", "H", "H", "H", "H", "H", "H", "H", "H", "H", "H", "H", "C", "C", "O", "S", "O", "O", "O", "H", "H", "H", "H", "C", "C", "O", "S", "O", "O", "O", "H", "H", "H", "H", "C", "C", "O", "S", "O", "O", "O", "H", "H", "H", "H", "C", "C", "O", "S", "O", "O", "O", "H", "H", "H", "H", "C", "C", "O", "S", "O", "O", "O", "H", "H", "H", "H", "C", "C", "O", "S", "O", "O", "O", "H", "H", "H", "H"], "xyz": [[-2.3009, -0.4571, 2.0592], [-1.8815, -2.5607, 1.3505], [0.0941, -2.7285, 2.5092], [0.9232, -1.4793, 2.4446], [2.2505, -1.8653, 2.7266], [3.3530, -1.3591, 1.8809], [4.7259, -1.7494, 2.1422], [5.1090, -2.6174, 3.2586], [4.0151, -3.1112, 4.1193], [2.6181, -2.7501, 3.8388], [-1.6509, -5.0525, 0.6455], [-0.5870, -5.7818, 1.4401], [-3.1084, -5.8199, 1.0617], [-1.4900, -5.2671, -1.0177], [-1.3739, 0.1158, 2.3120], [-2.9390, 0.0444, 1.2785], [-2.9583, -0.5128, 2.9816], [-0.8926, -1.9865, -0.0915], [-3.4011, -2.4615, 0.3534], [-2.7481, -3.1584, 2.8425], [-0.0667, -3.0211, 3.5862], [0.7205, -3.5070, 1.9784], [3.1263, -0.6778, 1.0375], [5.5571, -1.3631, 1.4961], [6.1643, -2.8934, 3.4819], [4.2656, -3.7596, 4.9916], [1.8412, -3.1712, 4.5120], [-2.9617, -6.7810, 1.1317], [-1.0372, -4.5094, -1.4269], [2.8484, -3.0920, -2.6860], [1.3827, -3.1527, -3.0636], [0.7451, -2.1754, -2.2361], [1.7747, -0.9584, -1.9689], [1.4831, 0.0868, -2.8945], [1.8664, -0.7449, -0.5729], [3.1198, -1.7065, -2.4675], [3.0399, -3.6289, -1.7534], [3.4928, -3.4879, -3.4697], [0.9512, -4.1382, -2.8963], [1.2305, -2.8623, -4.1067], [-0.0088, 1.7557, 4.4456], [1.0988, 2.1178, 5.4035], [0.4391, 2.6004, 6.5795], [-0.9609, 1.8145, 6.7484], [-0.7707, 0.7518, 7.6760], [-2.0016, 2.7786, 6.8917], [-1.0355, 1.1837, 5.2677], [-0.4205, 2.6422, 3.9565], [0.3163, 1.0433, 3.6873], [1.7641, 2.8774, 4.9976], [1.6814, 1.2360, 5.6824], [0.4549, -1.9758, -8.0062], [-0.9152, -2.6167, -8.1215], [-0.6582, -4.0219, -8.1943], [0.6588, -4.3650, -7.3255], [0.2401, -4.8216, -6.0425], [1.5624, -5.0931, -8.1466], [1.2078, -2.8534, -7.1661], [0.9517, -1.9251, -8.9785], [0.4089, -0.9788, -7.5710], [-1.4597, -2.2796, -9.0014], [-1.5165, -2.4285, -7.2283], [4.5239, 2.5527, -0.2751], [5.6517, 2.9155, 0.6729], [5.0008, 3.4208, 1.8404], [3.5887, 2.6546, 2.0303], [3.7690, 1.6004, 2.9718], [2.5624, 3.6327, 2.1575], [3.4990, 2.0086, 0.5551], [4.1245, 3.4403, -0.7727], [4.8317, 1.8255, -1.0251], [6.3236, 3.6624, 0.2537], [6.2262, 2.0311, 0.9616], [-4.6246, 4.3099, 2.0629], [-3.4559, 4.5886, 2.9891], [-2.3984, 3.7606, 2.5038], [-2.5313, 3.6088, 0.9014], [-1.6561, 4.5512, 0.2861], [-2.5221, 2.2280, 0.5830], [-4.0454, 4.1636, 0.7628], [-5.1202, 3.3713, 2.3224], [-5.3552, 5.1175, 2.0656], [-3.6820, 4.3534, 4.0278], [-3.1314, 5.6304, 2.9149], [-3.9271, 4.1325, -2.4379], [-4.0098, 4.8483, -3.7718], [-4.5498, 3.8821, -4.6752], [-5.5612, 2.9114, -3.8688], [-6.8902, 3.3821, -4.0698], [-5.1802, 1.5658, -4.1153], [-5.1029, 3.3196, -2.3762], [-3.0546, 3.4755, -2.3957], [-3.8982, 4.8253, -1.5997], [-3.0385, 5.1975, -4.1172], [-4.7037, 5.6924, -3.7255]], "atomic_forces_ev_per_a": [[-1.25, -0.52, 0.19], [0.09, 3.89, 1.85], [0.53, -0.24, -0.51], [1.85, -1.69, 0.78], [2.08, 0.13, 0.11], [0.12, -1.14, 1.58], [-0.56, -0.66, 1.32], [-2.97, 0.43, -0.03], [-0.12, 1.49, -1.99], [1.56, 0.44, -0.61], [-0.60, -1.76, 1.00], [-0.55, 0.60, -1.21], [1.12, 0.23, -1.26], [-0.08, -0.13, 0.76], [-0.66, -0.48, -0.43], [0.87, -0.30, 0.74], [0.73, 0.06, -0.81], [0.36, -0.70, -0.36], [-0.12, -0.25, -0.52], [0.11, -0.85, 0.09], [0.17, 0.22, -1.09], [-0.77, 0.44, 0.86], [0.19, -0.69, 0.93], [-1.02, -0.31, 0.54], [-1.00, 0.31, -0.35], [-0.40, 0.60, -0.84], [0.64, 0.44, -0.70], [0.13, 0.44, 0.03], [-0.36, -0.17, 0.50], [-0.02, -0.61, 0.37], [0.04, 0.02, -0.60], [0.79, 0.36, 0.29], [-0.53, -0.81, -0.34], [0.29, 0.01, 0.34], [-0.21, 0.40, -0.45], [-0.43, 0.39, -0.20], [-0.03, -0.01, -0.03], [0.03, 0.26, 0.00], [-0.10, 0.14, 0.16], [0.03, -0.12, -0.01], [0.06, 0.43, -0.56], [0.59, -0.56, -0.19], [-0.83, 0.09, -0.01], [0.52, -0.22, -0.79], [-0.40, 0.34, -0.01], [0.18, -0.21, 0.28], [0.16, 0.12, 0.86], [0.04, -0.03, 0.00], [-0.17, -0.18, 0.18], [-0.13, 0.11, 0.18], [0.02, 0.03, -0.09], [-0.03, 0.22, -0.54], [-0.26, 0.37, 0.48], [0.73, -0.04, -0.07], [-0.39, 0.31, 0.05], [0.48, 0.02, -0.41], [-0.26, -0.05, 0.30], [-0.40, -0.46, 0.16], [-0.04, 0.02, 0.01], [0.11, -0.16, 0.19], [0.07, -0.27, -0.05], [0.02, 0.07, -0.05], [0.06, 0.42, -0.34], [0.28, -0.53, -0.10], [-0.59, 0.08, -0.18], [0.20, -0.42, -0.34], [-0.36, 0.61, -0.19], [0.24, -0.21, 0.34], [0.32, 0.07, 0.67], [0.05, -0.02, -0.02], [-0.18, -0.13, 0.16], [-0.14, 0.14, 0.20], [0.00, 0.01, -0.07], [-0.30, -0.36, 0.43], [-0.11, 0.57, 0.03], [-0.28, -0.29, -0.55], [-0.07, -0.14, 0.55], [-0.29, -0.26, -0.15], [0.25, 0.60, -0.25], [0.58, 0.24, 0.14], [0.02, 0.04, 0.02], [0.11, 0.00, -0.23], [0.20, -0.22, -0.08], [-0.07, 0.00, 0.03], [0.67, -0.06, -0.03], [-0.24, 0.47, 0.28], [-0.04, -0.53, 0.29], [0.34, 0.23, 0.35], [0.20, -0.32, 0.05], [-0.31, 0.30, -0.19], [-0.37, 0.19, -0.68], [-0.01, 0.05, 0.03], [-0.22, -0.14, 0.00], [-0.06, -0.22, -0.16], [0.06, 0.01, 0.04]], "mulliken_charge": [-0.68, -1.16, -0.63, 0.05, 0.31, -0.13, -0.75, -0.54, -0.47, -0.17, 0.89, -0.67, -0.53, -0.54, 0.01, 0.29, 0.36, 0.26, 0.02, 0.07, 0.05, 0.55, 0.71, 0.28, 0.33, 0.32, 0.30, 0.28, 0.30, -0.42, -0.28, -0.27, 0.92, -0.65, -0.24, -0.38, 0.28, 0.35, 0.38, 0.22, 0.41, -0.27, -0.37, 1.03, -0.56, -0.57, -0.18, -0.01, -0.08, 0.23, 0.37, -0.31, -0.34, -0.32, 1.10, -0.48, -0.56, -0.30, 0.28, 0.32, 0.31, 0.29, -0.32, -0.41, -0.38, 1.31, -0.52, -0.63, -0.23, 0.29, 0.30, 0.32, 0.29, -0.46, -0.43, -0.21, 1.06, -0.60, -0.41, -0.28, 0.31, 0.33, 0.39, 0.27, -0.16, -0.32, -0.33, 1.02, -0.55, -0.52, -0.21, 0.17, 0.26, 0.33, 0.30], "e_tot_ev": -154542.9974, "e_homo_ev": -4.9912, "fmax_ev_per_a": 4.307, "orbital_gap_ev": 6.7, "charge": -1}

[2]
{"formula": "C20H40AsBF6Mg2NO19", "method": "ωB97M-V/def2-TZVPD", "symbols": ["Mg", "Mg", "O", "C", "O", "B", "O", "C", "O", "O", "C", "O", "C", "O", "O", "N", "O", "O", "O", "As", "F", "F", "F", "F", "F", "F", "C", "O", "C", "C", "O", "C", "H", "H", "H", "H", "H", "H", "H", "H", "H", "H", "C", "O", "C", "C", "O", "C", "H", "H", "H", "H", "H", "H", "H", "H", "H", "H", "C", "O", "C", "C", "O", "C", "H", "H", "H", "H", "H", "H", "H", "H", "H", "H", "C", "O", "C", "C", "O", "C", "H", "H", "H", "H", "H", "H", "H", "H", "H", "H"], "xyz": [[1.2971, -2.4193, -1.6597], [-0.3540, 1.9890, 1.7779], [-2.3266, 1.4790, 1.5258], [-3.3332, 1.2874, 0.8797], [-4.5407, 1.4804, 1.2493], [-5.4674, 1.1188, 0.1348], [-4.5592, 0.8878, -1.0214], [-3.3310, 0.8058, -0.5939], [-2.3587, 0.5489, -1.2526], [-6.5061, 2.1180, -0.1115], [-7.7105, 1.5624, 0.1005], [-8.7648, 2.0859, -0.0206], [-7.4796, 0.1137, 0.6115], [-6.1759, -0.1087, 0.5240], [-8.3025, -0.6470, 1.0002], [-0.0995, -0.9676, 0.8126], [0.0378, 0.2632, 0.7678], [-0.6003, -1.5548, 1.7723], [0.2563, -1.6236, -0.2048], [3.7512, 0.2455, -1.0403], [5.0792, -0.8804, -1.1169], [4.8180, 1.5129, -0.5501], [2.3607, 1.3268, -0.9441], [2.6502, -1.0975, -1.4910], [3.4587, -0.1782, 0.6483], [3.8759, 0.6144, -2.7166], [2.2545, -3.8596, 0.9368], [2.3792, -3.4942, -0.4297], [3.5331, -4.0909, -1.0185], [3.6584, -3.6443, -2.4621], [2.3854, -3.2829, -3.0275], [2.5462, -2.8280, -4.3658], [2.8588, -3.2047, 1.5635], [2.4949, -4.9001, 1.1763], [1.2040, -3.8145, 1.2306], [3.4898, -5.1869, -0.9930], [4.4428, -3.8613, -0.4574], [4.1401, -4.4314, -3.0446], [4.2881, -2.7527, -2.5183], [3.0869, -3.5603, -4.9698], [3.0550, -1.8689, -4.4623], [1.5557, -2.8051, -4.8127], [-1.0363, 4.1979, 4.0395], [-0.8424, 3.7354, 2.7090], [-0.7569, 4.8210, 1.7674], [-1.0791, 4.3343, 0.3774], [-0.4262, 3.0835, 0.1816], [-0.1458, 2.7756, -1.1780], [-0.5392, 5.1559, 4.1946], [-0.5866, 3.4955, 4.7395], [-2.0954, 4.2776, 4.2856], [0.2303, 5.2881, 1.8068], [-1.4699, 5.5979, 2.0518], [-0.7280, 5.0732, -0.3501], [-2.1493, 4.2645, 0.1626], [0.6290, 3.4485, -1.5602], [-0.9960, 2.9404, -1.8433], [0.1980, 1.7587, -1.3111], [2.4468, 3.1260, 1.4011], [1.4768, 2.2858, 2.0304], [2.0188, 1.6633, 3.1986], [1.0205, 0.7025, 3.8249], [-0.2979, 1.1828, 3.5199], [-1.2833, 0.5281, 4.3402], [3.2796, 2.5351, 1.0187], [2.8733, 3.7795, 2.1722], [1.9898, 3.7507, 0.6440], [2.2309, 2.4750, 3.9060], [2.9818, 1.1864, 3.0081], [1.1838, 0.6640, 4.9003], [1.2013, -0.2824, 3.3876], [-1.2589, -0.5426, 4.1272], [-2.2345, 0.9177, 3.9857], [-1.1176, 0.6733, 5.4069], [-0.3404, -4.9422, -1.1959], [-0.1137, -3.7655, -1.9946], [-1.3020, -3.1762, -2.5195], [-0.8760, -2.1125, -3.4807], [0.1994, -1.3791, -2.8869], [0.4354, -0.1296, -3.5367], [0.6025, -5.4478, -1.0120], [-1.0676, -5.6104, -1.6488], [-0.7029, -4.5478, -0.2420], [-1.8779, -2.7555, -1.6850], [-1.9170, -3.9469, -2.9889], [-1.7276, -1.4759, -3.7213], [-0.5517, -2.6322, -4.3882], [-0.4629, 0.4688, -3.3695], [0.6517, -0.2048, -4.6048], [1.2856, 0.3877, -3.0967]], "atomic_forces_ev_per_a": [[-0.55, 0.61, 0.90], [-2.02, -1.09, -0.73], [0.20, 0.30, 0.73], [0.05, -0.38, -0.69], [0.21, 0.42, 0.45], [-1.59, -0.42, -0.23], [-0.26, -0.20, 0.28], [0.03, 0.63, -0.51], [0.26, -0.26, 0.20], [0.76, -0.26, -0.07], [-0.03, -0.30, 0.52], [-0.22, 0.34, -0.21], [-0.08, 0.39, -0.35], [0.87, -0.05, -0.06], [-0.21, -0.16, 0.07], [-0.46, -0.73, -0.12], [0.41, -0.07, -0.01], [0.47, 0.59, -0.43], [-0.36, 0.09, 0.87], [0.53, 0.91, 1.24], [-0.71, 0.22, -0.08], [-0.35, -0.24, -0.24], [0.59, -0.67, -0.18], [0.44, 0.60, -0.19], [0.05, -0.02, -0.76], [0.05, -0.20, 0.11], [-0.83, -0.12, 1.09], [0.84, -1.36, 0.41], [0.22, -0.72, -0.31], [0.80, 0.83, -0.13], [1.14, -0.84, -0.34], [-0.34, -0.46, -0.91], [0.00, 0.07, -0.06], [0.51, -0.01, -0.66], [0.05, 0.62, -0.16], [-0.60, 0.06, 0.18], [-0.09, 0.46, -0.07], [-0.20, -0.03, -0.10], [0.06, -0.05, 0.00], [0.21, -0.09, 0.29], [-0.05, 0.11, 0.38], [-0.06, 0.33, 0.11], [0.12, -0.12, 0.68], [-0.09, 0.88, -0.57], [-0.42, 0.38, 0.30], [-0.13, 0.38, -0.49], [-0.12, 0.50, -0.69], [0.27, 0.49, -1.36], [-0.06, 0.05, -0.12], [0.01, -0.16, -0.20], [-0.05, 0.11, -0.22], [0.17, -0.27, 0.08], [-0.10, -0.04, -0.08], [0.32, -0.06, 0.09], [-0.06, -0.39, 0.36], [0.16, -0.02, 0.29], [-0.38, -0.10, 0.43], [-0.13, -0.08, 0.56], [0.84, 0.30, 0.71], [1.75, -0.32, 0.15], [0.33, 0.97, 0.89], [0.45, 0.04, -0.94], [0.75, -0.90, 2.01], [-0.45, -0.44, -0.81], [-0.29, -0.02, -0.25], [-0.15, 0.10, -0.03], [-0.17, -0.30, -0.17], [-0.04, 0.03, -0.01], [-0.17, -0.21, -0.34], [-0.08, -0.02, 0.06], [-0.53, -0.17, 0.12], [0.02, 0.03, -0.02], [-0.07, 0.01, 0.36], [0.11, 0.39, -0.08], [-0.18, 1.00, 0.69], [-0.17, -1.15, -0.62], [-0.56, -0.09, 1.14], [-0.14, -0.43, -0.37], [-0.40, 0.17, -1.29], [-0.28, 0.84, 0.11], [0.09, 0.03, -0.31], [0.02, 0.03, -0.15], [-0.24, -0.48, 0.11], [0.07, 0.04, -0.06], [0.06, 0.12, -0.22], [0.11, 0.21, 0.07], [0.24, 0.40, -0.17], [0.07, 0.13, -0.21], [-0.21, -0.45, -0.01], [-0.01, -0.32, 0.32]], "mulliken_charge": [0.99, -0.05, -0.33, 0.41, -0.59, 1.04, -0.59, 0.59, -0.49, -0.52, 0.58, -0.53, 0.62, -0.54, -0.55, -0.49, 0.35, -0.65, -0.42, 2.03, -0.50, -0.49, -0.22, -0.39, -0.47, -0.49, -1.06, 0.49, -0.79, -0.83, -0.15, -0.81, 0.25, 0.39, 0.24, 0.54, 0.35, 0.57, 0.35, 0.37, 0.26, 0.13, -1.07, 0.21, -0.84, -0.77, 0.62, -0.76, 0.46, 0.20, 0.30, 0.36, 0.62, 0.47, 0.32, 0.48, 0.40, -0.39, -0.95, 0.86, -0.93, -0.75, 0.58, -1.06, 0.18, 0.41, 0.13, 0.46, 0.42, 0.59, 0.15, 0.23, 0.33, 0.32, -0.86, -0.20, -0.71, -0.77, 1.31, -0.89, 0.16, 0.38, 0.27, 0.26, 0.58, 0.46, 0.26, 0.04, 0.33, 0.22], "e_tot_ev": -150495.5125, "e_homo_ev": -10.9998, "e_above_lowest_kcal_mol": 0.0, "fmax_ev_per_a": 2.408, "orbital_gap_ev": 9.0, "charge": 1}